ORCA calculation (wB97M-V/def2-TZVPD) on a cluster of 2 separate species, C7H10BNO2 in total in a non-equilibrium geometry.

Geometry as ORCA input:
```
! wB97M-V def2-TZVPD RIJCOSX def2/J DEFGRID3
* xyz 0 1
B -2.3478 1.0205 -0.0237
C -2.9769 -1.6289 0.0917
C 1.6092 0.2514 0.1615
C 0.4384 1.1102 0.0209
C 2.8682 0.6914 0.0394
C -0.8283 1.0480 0.0363
C 4.0918 -0.1885 0.1349
C -1.5895 -1.5593 -0.1440
N -4.1332 -1.5314 0.1052
O -2.9769 0.9747 -1.2846
O -2.9122 0.9781 1.2467
H 1.5707 -0.8126 0.4805
H 0.8109 2.2314 0.0470
H 3.1996 1.7053 -0.3479
H 4.1160 -0.9948 0.8949
H 4.0190 -0.6992 -0.8752
H 4.9648 0.4142 0.1521
H -1.3215 -1.9081 -1.1472
H -1.0627 -2.1725 0.6022
H -3.8864 0.7469 -1.4871
H -3.6532 0.3233 1.2963
*
```

Computed properties:
- LUMO level (spin up / spin down): -1.45 / -0.87 eV
- HOMO level (spin up / spin down): -8.5 / -9.2 eV
- Energy relative to the best compared isomer or geometry (same formula, charge and spin): 127.6 kcal per mole

ORCA calculation (wB97M-V/def2-TZVPD) on a cluster of 2 separate species, C7H10Cl2OSSi in total in a non-equilibrium geometry.

Geometry as ORCA input:
```
! wB97M-V def2-TZVPD RIJCOSX def2/J DEFGRID3
* xyz 0 1
C -3.3739 -1.5279 -0.9228
C -2.5315 -0.5242 -1.3187
C -3.2504 -1.9207 0.3832
C -1.5623 -0.2181 -0.3639
C 3.0127 -0.8612 -1.2181
C 2.1689 -0.4285 0.0073
C 0.3093 2.2438 2.0840
O 1.8030 0.9168 -0.1575
Si 0.5554 1.8396 0.1353
S -1.8676 -1.0837 1.1274
Cl 1.4191 3.4389 2.6277
Cl 0.5688 3.3357 -1.1709
H -4.2915 -1.6462 -1.4874
H -2.3097 -0.2799 -2.3829
H -3.8016 -2.6120 1.1253
H 2.2564 -1.0875 -2.0444
H 3.8701 -0.2470 -1.4220
H 3.5433 -1.7971 -1.0215
H 2.5905 -0.4329 0.9930
H 1.2804 -1.1288 -0.0244
H -0.8022 2.4981 2.1796
H 0.4127 1.5228 2.8717
*
```

Computed properties:
- LUMO level: -0.51 eV
- HOMO level: -8.2 eV
- Energy relative to the best compared isomer or geometry (same formula, charge and spin): 91.7 kcal per mole

ORCA calculation (wB97M-V/def2-TZVPD) on a structure of composition C7H10ClFI2N2O10S2.

Geometry as ORCA input:
```
! wB97M-V def2-TZVPD RIJCOSX def2/J DEFGRID3
* xyz 0 1
C 0.8952 -1.5482 -0.0787
C 0.4657 -1.3685 -1.5213
I 2.0591 -1.7228 -2.7921
C -0.7513 -1.0337 -1.9992
I -1.0940 -1.0014 -4.0439
C -1.9282 -0.6581 -1.0932
S -1.8210 1.0767 -0.4818
O -3.1189 1.4918 -0.0959
O -0.6986 1.2551 0.3656
F -1.4914 1.7383 -1.8557
O -2.0088 -1.4863 0.0697
S -2.9153 -2.8067 -0.2193
O -3.9666 -2.7834 0.7200
O -2.0530 -3.9022 -0.4162
O -3.4112 -2.3228 -1.6478
C -3.3833 -0.8741 -1.5998
Cl -3.9956 -0.1349 -3.0342
H 0.8696 -0.6090 0.4586
H 1.9150 -1.9192 -0.0359
H 0.2659 -2.2823 0.4167
H -4.0353 -0.5513 -0.7882
C 1.7372 -0.2136 4.1661
N 2.5526 -0.0251 2.9339
O 2.8750 1.1073 2.6318
O 2.8283 -1.0231 2.3020
H 1.5700 0.7584 4.6130
H 0.8082 -0.6864 3.8617
H 2.2964 -0.8743 4.8212
C 1.9102 3.3196 -0.2416
N 2.6199 3.0681 -1.5248
O 3.1981 3.9939 -2.0537
O 2.5625 1.9349 -1.9619
H 2.0317 4.3630 0.0224
H 0.8691 3.0611 -0.4029
H 2.3429 2.6592 0.5055
*
```

Computed properties:
- LUMO level: -0.18 eV
- HOMO level: -9.0 eV
- Energy relative to the best compared isomer or geometry (same formula, charge and spin): 0.0 kcal per mole

ORCA calculation (wB97M-V/def2-TZVPD) on the ion C7H10ClN2O2 with charge +1 in a non-equilibrium geometry.

Geometry as ORCA input:
```
! wB97M-V def2-TZVPD RIJCOSX def2/J DEFGRID3
* xyz 1 1
C -0.7740 0.0420 -0.7932
C 0.2327 0.5417 -1.6490
C 0.0714 1.7289 -2.5229
N 1.4632 -0.0160 -1.6064
C 2.2177 -0.0791 -0.6309
N 1.9491 0.8043 0.5702
C 0.7363 0.7110 1.1300
Cl 0.0972 2.0457 2.0316
C 0.4058 -0.6678 1.5439
O 1.0765 -1.5930 1.0829
O -0.6482 -0.8341 2.3499
C -0.7018 -2.1544 3.0017
H -1.8581 0.3455 -0.7920
H -0.5944 -0.9498 -0.3957
H -0.8889 2.1874 -2.5736
H 0.4117 1.5982 -3.5138
H 0.7958 2.5473 -2.3449
H 2.9751 -0.9406 -0.5184
H 2.3655 1.6937 0.3605
H 0.1870 -2.7399 3.0403
H -1.3951 -2.6824 2.4930
H -1.0783 -2.0524 3.9656
*
```

Computed properties:
- SMILES: C=C(C)/N=C\[NH+]=C(\Cl)C(=O)OC
- LUMO level (spin up / spin down): -5.74 / -5.74 eV
- HOMO level (spin up / spin down): -13.6 / -13.6 eV
- Energy relative to the best compared isomer or geometry (same formula, charge and spin): 45.0 kcal per mole

ORCA calculation (wB97M-V/def2-TZVPD) on a structure of composition C7H10ClNO3S in a non-equilibrium geometry.

Geometry as ORCA input:
```
! wB97M-V def2-TZVPD RIJCOSX def2/J DEFGRID3
* xyz 0 1
C 0.1413 -2.1895 -0.3819
C 0.6221 -1.7058 0.8759
C -0.0758 -1.4483 -1.3955
C 1.2024 -0.5077 1.0095
C 0.0258 -0.0368 -1.3292
C 1.4156 0.4769 -0.0999
C 1.0249 2.1845 1.5701
N -2.5699 -0.4707 -0.9350
O -1.3537 0.4670 0.9699
O -1.7389 1.9353 -1.0083
O 1.2961 1.7265 0.1856
S -1.4658 0.6153 -0.4447
Cl 2.9846 0.1428 -0.9809
H 0.0156 -3.1971 -0.4983
H 0.5727 -2.4061 1.6423
H -0.3938 -1.8350 -2.3537
H 1.7217 -0.4197 1.9241
H -0.0524 0.5478 -2.1770
H 1.9988 2.4997 2.1307
H 0.3266 1.5509 2.0962
H 0.6653 3.1280 1.3553
H -3.2595 -0.8195 -0.2626
H -3.1037 -0.2385 -1.8926
*
```

Computed properties:
- LUMO level: 0.20 eV
- HOMO level: -8.5 eV
- Energy relative to the best compared isomer or geometry (same formula, charge and spin): 61.7 kcal per mole

ORCA calculation (wB97M-V/def2-TZVPD) on an isolated molecule of C7H10FN3 in a non-equilibrium geometry.

Geometry as ORCA input:
```
! wB97M-V def2-TZVPD RIJCOSX def2/J DEFGRID3
* xyz 0 1
C 2.3242 -0.5610 -0.6417
C 0.1439 -0.6768 1.7569
C -0.7336 -1.4298 0.7025
C 0.1935 1.1842 0.3917
C -2.4911 -0.0132 -0.1774
C 1.4892 0.2400 -1.5362
C 1.2101 1.4590 -0.6499
N 2.9943 -1.0939 0.1166
N 0.5453 0.4753 1.4845
N -1.1723 -0.5695 -0.3317
F -0.6930 2.2769 0.6055
H 0.5228 -1.3034 2.5739
H -0.1437 -2.2961 0.3959
H -1.3523 -2.0533 1.3900
H -2.6571 0.8933 -0.7198
H -3.1639 -0.6734 -0.6247
H -2.9281 -0.0244 0.7657
H 2.1832 0.3118 -2.3141
H 0.7013 -0.4330 -1.6960
H 0.9133 2.4625 -1.2714
H 2.1140 1.8246 -0.2200
*
```

Computed properties:
- LUMO level (spin up / spin down): 0.39 / 0.39 eV
- HOMO level (spin up / spin down): -8.2 / -8.2 eV
- Energy relative to the best compared isomer or geometry (same formula, charge and spin): 53.8 kcal per mole

ORCA calculation (wB97M-V/def2-TZVPD) on a structure of composition C7H10FNTi in a non-equilibrium geometry.

Geometry as ORCA input:
```
! wB97M-V def2-TZVPD RIJCOSX def2/J DEFGRID3
* xyz 0 1
C -0.4547 0.8862 -1.2732
C 0.9584 1.0385 -1.0356
C 1.1279 1.9603 0.0485
C -0.1666 2.3705 0.4911
C -1.1508 1.6993 -0.3071
Ti -0.0700 -0.1211 0.7051
N -1.4975 -1.2442 0.5019
C -0.3091 -2.2289 0.1358
C 1.0720 -1.6500 0.0778
H 2.0839 2.3215 0.4280
H 1.7545 0.5726 -1.6107
H -0.3757 3.1023 1.2692
H -2.2289 1.8480 -0.2649
H -0.9131 0.3363 -2.0943
H 1.4974 -1.6374 -0.9274
H -0.3606 -3.0817 0.8443
H -2.4042 -1.6834 0.5584
H 1.7536 -2.0877 0.8142
H -0.5822 -2.6766 -0.8407
F 0.2654 0.2755 2.4795
*
```

Computed properties:
- LUMO level: 0.54 eV
- HOMO level: -8.7 eV
- Energy relative to the best compared isomer or geometry (same formula, charge and spin): 0.0 kcal per mole

ORCA calculation (wB97M-V/def2-TZVPD) on a structure of composition C7H10N in a non-equilibrium geometry.

Geometry as ORCA input:
```
! wB97M-V def2-TZVPD RIJCOSX def2/J DEFGRID3
* xyz 1 1
C 2.4060 0.0146 -0.1301
C 1.4732 1.0066 0.2374
C 1.4410 -0.4771 -1.1567
C 0.8285 1.9313 -0.6564
C -1.5883 -1.5202 0.7582
C -1.7153 -0.2491 1.5060
C -1.8719 -0.2664 0.0364
N 0.4133 0.5119 -0.7151
H 3.3696 -0.1498 0.2863
H 1.8183 -0.2499 -2.1331
H 1.0181 -1.3929 -0.9039
H 0.0891 2.5238 -0.3184
H 1.3020 2.4269 -1.4728
H -0.7369 -2.0863 0.9562
H -2.4339 -2.1928 0.5122
H -2.6219 -0.1465 2.1647
H -0.8125 0.1861 1.8858
H -2.3786 0.1298 -0.8566
*
```

Computed properties:
- LUMO level (spin up / spin down): -5.98 / -5.98 eV
- HOMO level (spin up / spin down): -12.8 / -12.8 eV
- Energy relative to the best compared isomer or geometry (same formula, charge and spin): 188.5 kcal per mole

ORCA calculation (wB97M-V/def2-TZVPD) on the ion C7H10N with charge +1 in a non-equilibrium geometry.

Geometry as ORCA input:
```
! wB97M-V def2-TZVPD RIJCOSX def2/J DEFGRID3
* xyz 1 1
C -0.9777 -0.9175 -1.1410
C -1.4388 0.2854 1.0797
C 1.5366 -1.0817 -0.1541
C -2.0301 -0.2717 -0.1429
C 0.1269 -1.0146 -0.1930
C -0.1009 -0.4817 1.1602
C 1.4236 1.4748 0.2055
N 1.0507 0.1577 0.5777
H -1.4312 -1.8473 -1.4849
H -0.7920 -0.3529 -2.0396
H -0.9341 1.2018 0.8480
H -2.1348 0.2898 1.8604
H 2.1089 -1.6642 0.5764
H 2.0285 -0.9083 -1.0556
H -3.0491 -0.3593 -0.4604
H 0.6423 2.1536 -0.3423
H 1.6525 2.0098 1.1421
H 2.3187 1.3262 -0.4362
*
```

Computed properties:
- LUMO level (spin up / spin down): -4.96 / -4.03 eV
- HOMO level (spin up / spin down): -12.4 / -13.1 eV
- Energy relative to the best compared isomer or geometry (same formula, charge and spin): 140.7 kcal per mole

ORCA calculation (wB97M-V/def2-TZVPD) on a structure of composition C7H10N in a non-equilibrium geometry.

Geometry as ORCA input:
```
! wB97M-V def2-TZVPD RIJCOSX def2/J DEFGRID3
* xyz 1 1
C -0.1183 1.4285 -0.6226
C -1.0856 0.3732 -0.1903
C 0.6208 1.3473 0.8052
C 0.0342 -0.1362 0.6234
C -2.5021 0.0873 -0.0841
C 0.1496 -1.5013 1.2609
C 2.2885 0.4161 -0.9127
N 1.0897 0.5850 -0.2232
H 0.0623 2.1613 -1.4295
H -2.9041 -0.2466 0.8406
H -2.6362 -0.8209 -0.6551
H -3.1565 0.8373 -0.5145
H -0.4692 -2.2480 0.6724
H -0.3199 -1.5137 2.3498
H 1.1064 -1.8229 1.3586
H 3.0549 1.1556 -0.6340
H 2.7671 -0.6309 -0.7336
H 2.0182 0.5288 -1.9114
*
```

Computed properties:
- LUMO level: -5.08 eV
- HOMO level: -14.5 eV
- Energy relative to the best compared isomer or geometry (same formula, charge and spin): 133.0 kcal per mole

ORCA calculation (wB97M-V/def2-TZVPD) on an isolated molecule of C7H10N2O in a non-equilibrium geometry.

Geometry as ORCA input:
```
! wB97M-V def2-TZVPD RIJCOSX def2/J DEFGRID3
* xyz 0 1
H 3.8776 1.3055 -1.8422
N 2.8336 1.7724 -2.3206
C 2.1468 1.5695 -1.2960
O 3.2682 0.8915 -0.3380
C 0.8691 0.9511 -1.1480
C -0.1257 0.3297 -0.8374
C -1.3255 -0.3847 -0.3946
C -2.5055 0.5857 -0.2248
C -1.0991 -1.1884 0.8825
C 0.2179 -1.7189 1.2883
N -0.4022 -0.6138 2.0262
H 2.8244 0.7949 0.5126
H -1.5798 -1.1068 -1.1884
H -2.7060 1.1275 -1.1576
H -3.4048 0.0204 0.0529
H -2.2935 1.3156 0.5680
H -1.9876 -1.7651 1.1564
H 0.2714 -2.6694 1.8224
H 1.0821 -1.4876 0.6612
H 0.0385 0.2710 1.7770
*
```

Computed properties:
- SMILES: [H]/N=C(\O)C#C[C@H](C)[C@H]1CN1
- LUMO level: 0.12 eV
- HOMO level: -9.9 eV
- Energy relative to the best compared isomer or geometry (same formula, charge and spin): 141.5 kcal per mole

> What is the formula in the second record?

C7H10Cl2OSSi

> energy relative to the best compared isomer or geometry (same formula, charge and spin) of number 7 (C7H10FNTi)?

0.0 kcal per mole

> energy relative to the best compared isomer or geometry (same formula, charge and spin) of number 11 (C7H10N2O)?

141.5 kcal per mole